Entry 1:
C19H32FN2O3 | ωB97M-V with the def2-TZVPD basis set

```
57
Properties=species:S:1:pos:R:3:lowdin_charge:R:1
C 4.70 -0.56 2.31 -0.1098
C 4.15 0.90 2.00 -0.2449
C 4.73 1.44 0.63 -0.1620
C 3.98 0.63 -0.54 -0.1522
O 2.97 1.49 -1.10 -0.0923
O 1.78 1.34 -0.40 -0.0135
C 0.78 1.34 -1.37 -0.3566
O 0.95 1.97 -2.37 0.1840
C -0.54 0.53 -1.26 0.0912
C -1.79 1.12 -1.82 -0.1353
N -1.83 2.43 -2.44 -0.0072
C -2.47 3.44 -1.52 -0.2057
C -1.87 3.44 -0.06 -0.2256
C -2.22 4.77 0.74 -0.0994
C -3.06 0.39 -1.78 0.0655
N -3.09 -0.87 -1.22 0.1353
C -1.98 -1.47 -0.65 -0.0818
C -2.23 -2.91 -0.06 -0.1111
C -3.00 -2.78 1.31 -0.2134
C -4.56 -2.94 1.13 -0.1064
C -0.66 -0.80 -0.64 0.0332
C 0.56 -1.50 0.01 -0.2411
F 0.22 -2.10 1.26 -0.0345
C 1.19 -2.66 -0.89 -0.1530
C 2.33 -3.33 -0.01 -0.0795
H 5.43 -0.49 3.15 0.0766
H 3.83 -1.22 2.55 0.0628
H 5.22 -1.00 1.40 0.0754
H 3.02 0.85 1.92 0.0947
H 4.42 1.65 2.79 0.1070
H 5.85 1.37 0.55 0.1165
H 4.43 2.51 0.52 0.1181
H 3.60 -0.36 -0.19 0.1036
H 4.78 0.45 -1.32 0.1426
H -2.52 2.31 -3.20 0.1196
H -3.59 3.26 -1.50 0.1214
H -2.27 4.46 -1.95 0.1328
H -0.75 3.34 -0.16 0.1108
H -2.33 2.59 0.51 0.1027
H -3.03 5.34 0.21 0.0770
H -1.33 5.44 0.85 0.0803
H -2.60 4.54 1.78 0.0764
H -3.98 0.83 -2.23 0.1526
H -3.98 -1.38 -1.23 0.1586
H -1.24 -3.42 0.00 0.0980
H -2.88 -3.49 -0.78 0.1345
H -2.79 -1.76 1.72 0.1121
H -2.67 -3.53 2.07 0.1205
H -4.85 -4.02 1.24 0.0873
H -4.96 -2.60 0.14 0.0544
H -5.12 -2.35 1.91 0.0867
H 1.41 -0.81 0.24 0.1276
H 0.42 -3.37 -1.26 0.1078
H 1.71 -2.11 -1.73 0.1262
H 3.19 -3.72 -0.60 0.0862
H 2.70 -2.53 0.70 0.0597
H 1.84 -4.09 0.65 0.0862
```

Results
**Structure (SMILES)**: CCCCOOC(=O)c1c(NCCC)c[nH+]c(CCC)c1[C@@H](F)CC
**Molar mass**: 355.474 g/mol
**LUMO energy**: -4.77 eV
**Orbital gap**: 0.285 Ha
**Energy relative to the best compared isomer or geometry (same formula, charge and spin)**: 65.0 kcal/mol
**HOMO level**: -12.5212 eV
**Total charge**: +1
**Maximum force**: 3.1 eV/Å


Entry 2:
C44H42N6O4P2S2Se2SiTi | ωB97M-V with the def2-TZVPD basis set

```
104
Properties=species:S:1:pos:R:3:lowdin_charge:R:1
Ti -2.18 0.01 0.05 0.9103
O -1.79 3.01 3.39 0.1423
C -2.11 2.11 2.45 -0.4396
O -1.25 1.37 1.99 0.0101
C -3.53 1.99 2.02 -0.2184
C -4.60 2.55 2.71 0.0022
C -5.92 2.16 2.40 -0.0538
C -6.13 1.31 1.35 0.0134
C -5.02 0.89 0.54 -0.2580
N -3.69 1.09 0.99 -0.0312
C -5.21 0.53 -0.72 -0.3968
O -6.42 0.55 -1.38 0.0421
O -4.08 0.49 -1.61 -0.1976
H -0.91 2.70 3.72 0.1507
H -4.42 3.26 3.49 0.1180
H -6.75 2.51 2.99 0.1113
H -7.14 0.95 1.08 0.1386
H -6.67 -0.37 -1.51 0.1279
C -3.81 -0.93 3.28 -0.0441
C -3.67 -1.92 2.17 -0.5906
N -3.21 -1.76 0.94 -0.0095
C -3.10 -2.99 0.32 -0.3414
C -3.56 -4.05 1.02 -0.3192
S -3.98 -3.53 2.57 1.1593
C -2.36 -3.09 -0.93 -0.3381
C -1.91 -4.24 -1.47 -0.3184
S -1.05 -3.89 -2.91 1.1088
C -1.31 -2.20 -2.64 -0.5893
N -1.98 -1.92 -1.56 0.0502
C -0.80 -1.24 -3.68 -0.0762
H -2.81 -0.62 3.62 0.1020
H -4.33 -1.41 4.09 0.0735
H -4.42 -0.09 2.99 0.0529
H -3.54 -5.09 0.73 0.0934
H -2.03 -5.27 -1.15 0.0870
H -0.35 -1.79 -4.53 0.0866
H -0.10 -0.57 -3.22 0.0188
H -1.62 -0.66 -4.08 0.0725
Se 3.37 -3.49 3.68 0.3234
P 3.26 -1.92 2.31 0.4828
C 3.88 -0.35 2.98 -0.3442
C 3.05 0.68 3.45 -0.0852
C 3.57 1.74 4.13 -0.0920
C 4.93 1.85 4.26 -0.0822
C 5.76 0.83 3.83 -0.0723
C 5.25 -0.27 3.17 -0.1090
C 4.16 -2.40 0.83 -0.3682
C 3.88 -3.66 0.31 -0.1067
C 4.54 -4.12 -0.84 -0.0709
C 5.45 -3.30 -1.48 -0.1002
C 5.68 -2.04 -1.00 -0.0798
C 5.07 -1.61 0.16 -0.1023
C 1.61 -1.52 1.67 -0.4082
C 1.00 -0.69 0.75 -0.3944
N -0.33 -0.98 0.79 -0.1523
N -0.51 -1.92 1.69 -0.0137
N 0.64 -2.26 2.23 0.0201
P 1.50 0.56 -0.47 0.7841
Se -0.35 1.45 -1.25 0.5662
C 2.55 1.88 0.23 -0.3514
C 3.93 1.78 0.18 -0.0840
C 4.68 2.84 0.69 -0.0526
C 4.05 3.95 1.25 -0.0639
C 2.67 4.03 1.29 -0.0564
C 1.92 2.98 0.78 -0.1061
C 2.36 -0.22 -1.84 -0.3767
C 2.26 -1.57 -2.01 -0.1019
C 2.79 -2.15 -3.17 -0.0765
C 3.42 -1.37 -4.11 -0.0601
C 3.55 0.00 -3.90 -0.0541
C 3.02 0.59 -2.77 -0.0772
H 1.96 0.60 3.36 0.1097
H 2.94 2.52 4.55 0.1151
H 5.38 2.72 4.73 0.1105
H 6.82 0.87 4.03 0.1149
H 5.92 -1.08 2.89 0.1180
H 3.17 -4.30 0.80 0.0835
H 4.35 -5.12 -1.23 0.1145
H 5.96 -3.66 -2.38 0.1186
H 6.46 -1.44 -1.46 0.1160
H 5.36 -0.68 0.60 0.0763
H 4.39 0.92 -0.29 0.0889
H 5.78 2.75 0.69 0.1242
H 4.62 4.79 1.60 0.1091
H 2.13 4.89 1.64 0.1101
H 0.85 3.00 0.77 0.0577
H 1.79 -2.20 -1.26 0.1136
H 2.76 -3.23 -3.23 0.1144
H 3.78 -1.80 -5.03 0.1134
H 4.05 0.61 -4.66 0.1168
H 3.04 1.65 -2.61 0.1118
C -5.31 1.16 -4.17 -0.1418
Si -4.28 1.79 -2.75 0.4745
C -5.08 3.17 -1.77 -0.1199
C -2.61 2.27 -3.36 -0.2080
H -5.06 1.69 -5.08 0.0345
H -6.39 1.26 -4.07 0.0382
H -5.12 0.11 -4.33 0.0324
H -5.19 4.10 -2.36 0.0602
H -4.48 3.40 -0.90 0.0371
H -6.08 2.89 -1.43 0.0404
H -2.77 2.77 -4.32 0.0494
H -1.94 1.43 -3.56 -0.0192
H -2.06 2.99 -2.75 0.0010
```

Results
**Molar mass**: 1078.813 g/mol
**LUMO energy (spin up / spin down)**: -3.16 / -2.89 eV
**Spin multiplicity**: 2
**Orbital gap (spin up / spin down)**: 0.230 / 0.241 Ha
**Energy relative to the best compared isomer or geometry (same formula, charge and spin)**: 0.0 kcal/mol
**HOMO level (spin up / spin down)**: -9.4229 / -9.4581 eV
**Total charge**: +1
**Maximum force**: 2.7 eV/Å


Entry 3:
C38H57Br2F3O14 | ωB97M-V with the def2-TZVPD basis set

```
114
Properties=species:S:1:pos:R:3:lowdin_charge:R:1
C 6.41 3.46 1.48 -0.1162
O 7.06 3.79 0.17 -0.2658
C 6.00 4.10 -0.82 -0.2069
C 5.55 5.67 -0.57 -0.1756
C 4.09 6.06 -1.21 -0.1926
C 2.84 5.12 -0.71 -0.1297
C 1.84 4.43 -1.81 0.0606
C 0.57 3.45 -1.37 -0.0949
O -0.30 2.81 -2.40 -0.0857
C 0.37 3.22 0.26 0.0386
C 1.37 3.91 1.41 -0.0180
C 2.61 4.87 0.91 0.0365
C 1.08 3.56 3.02 -0.2090
O 1.24 4.48 3.99 -0.0544
C 0.54 2.00 3.29 0.0519
C -0.37 1.38 2.25 -0.0757
C -0.91 -0.16 2.40 -0.1300
C -1.14 -0.96 0.99 -0.1743
C 0.23 -1.35 0.18 -0.6347
F 1.22 -0.25 0.04 -0.0875
Br -0.33 -1.83 -1.72 0.7158
C 1.02 -2.67 0.77 -0.5787
F 0.14 -3.78 1.20 -0.0622
F 2.08 -2.31 1.78 -0.0790
Br 2.08 -3.41 -0.82 0.6364
C -0.83 2.23 0.88 -0.1645
O -2.05 2.19 0.34 -0.0148
H 5.55 2.66 1.36 0.0999
H 7.28 3.00 2.14 0.1069
H 6.04 4.43 2.05 0.0860
H 5.12 3.33 -0.72 0.1184
H 6.51 4.08 -1.90 0.1446
H 5.53 5.96 0.58 0.1064
H 6.39 6.35 -1.07 0.1286
H 4.09 6.03 -2.40 0.1218
H 3.82 7.17 -0.88 0.1236
H 1.96 4.60 -2.98 0.1129
H -1.11 3.38 -2.59 0.0900
H 3.30 5.33 1.76 0.1108
H 0.91 1.41 4.25 0.1302
H -1.99 -0.09 2.92 0.1309
H -0.26 -0.79 3.17 0.1373
H -1.68 -1.98 1.27 0.1334
H -1.90 -0.42 0.24 0.1246
O -1.99 5.38 -2.56 0.0674
C -2.24 6.09 -1.59 -0.4845
O -2.31 5.55 -0.35 -0.0078
C -2.42 6.30 0.86 -0.2213
C -3.87 6.66 1.15 -0.0652
C -2.56 7.54 -1.77 0.0107
H -1.77 7.18 0.84 0.1172
H -2.05 5.66 1.67 0.1243
H -4.29 7.29 0.36 0.0666
H -3.96 7.19 2.10 0.0846
H -4.48 5.75 1.19 0.0885
H -3.61 7.64 -2.05 0.1009
H -1.93 7.94 -2.57 0.0976
H -2.36 8.15 -0.89 0.0712
O -2.01 -2.18 -4.79 0.0553
C -1.57 -1.21 -5.41 -0.5077
O -0.61 -0.43 -4.86 -0.0387
C 0.09 0.61 -5.57 -0.2149
C -0.69 1.91 -5.54 -0.0549
C -2.15 -0.82 -6.73 0.0045
H 0.36 0.30 -6.58 0.1153
H 1.04 0.76 -5.03 0.1105
H -1.66 1.80 -6.05 0.0706
H -0.13 2.71 -6.03 0.0898
H -0.91 2.21 -4.51 0.0590
H -3.06 -0.24 -6.57 0.1004
H -2.41 -1.74 -7.28 0.0960
H -1.47 -0.26 -7.37 0.0683
O -4.56 -1.15 3.17 0.0725
C -4.52 -2.30 3.61 -0.5027
O -3.45 -3.09 3.37 -0.0211
C -3.22 -4.37 3.98 -0.2147
C -3.94 -5.47 3.21 -0.0576
C -5.69 -2.89 4.33 0.0053
H -3.48 -4.35 5.04 0.1195
H -2.14 -4.55 3.92 0.1276
H -5.02 -5.32 3.22 0.0718
H -3.72 -6.45 3.65 0.0470
H -3.63 -5.47 2.16 0.0889
H -6.43 -3.24 3.61 0.1000
H -6.15 -2.10 4.95 0.0970
H -5.44 -3.69 5.02 0.0700
O 4.90 2.61 -4.11 0.0615
C 4.94 1.46 -3.67 -0.5045
O 6.01 0.68 -3.91 -0.0066
C 6.24 -0.61 -3.30 -0.2268
C 5.52 -1.70 -4.06 -0.0675
C 3.76 0.88 -2.95 0.0183
H 5.98 -0.59 -2.24 0.1161
H 7.32 -0.79 -3.36 0.1241
H 4.44 -1.55 -4.06 0.0666
H 5.74 -2.68 -3.63 0.0827
H 5.83 -1.70 -5.12 0.0845
H 3.03 0.52 -3.67 0.0861
H 3.31 1.67 -2.33 0.0827
H 4.02 0.08 -2.26 0.0715
O -2.57 -7.88 5.22 0.0692
C -2.98 -8.92 4.70 -0.5041
O -3.63 -9.84 5.44 -0.0040
C -4.31 -10.99 4.89 -0.2292
C -3.34 -12.13 4.67 -0.0690
C -2.70 -9.20 3.25 0.0095
H -4.87 -10.73 3.99 0.1147
H -5.05 -11.29 5.64 0.1246
H -2.57 -11.87 3.94 0.0677
H -3.87 -13.02 4.31 0.0840
H -2.82 -12.39 5.60 0.0865
H -1.70 -9.63 3.16 0.1035
H -2.75 -8.26 2.69 0.0831
H -3.42 -9.87 2.79 0.0722
```

Results
**Molar mass**: 954.662 g/mol
**LUMO energy**: -1.21 eV
**Orbital gap**: 0.268 Ha
**HOMO level**: -8.5075 eV
**Maximum force**: 8.3 eV/Å